1.
Formula: C54H30Br2Cl4N6Ti
Source: OMol25
Level of theory: ωB97M-V/def2-TZVPD

Cartesian coordinates (Å):
1 Ti -0.198 -0.134 0.041
2 Cl 4.548 5.924 -5.497
3 C 3.789 4.965 -4.303
4 C 4.385 3.765 -3.860
5 C 3.715 2.950 -2.955
6 C 2.406 3.241 -2.510
7 C 1.809 4.401 -3.005
8 C 2.558 5.306 -3.764
9 C 1.644 2.335 -1.674
10 C 0.918 2.797 -0.545
11 C 0.584 4.195 -0.304
12 C -0.421 4.177 0.642
13 C -0.511 2.868 1.179
14 C -1.118 2.493 2.404
15 C -1.957 3.468 3.143
16 C -1.442 4.771 3.267
17 C -2.164 5.756 3.878
18 C -3.391 5.438 4.462
19 Cl -4.305 6.692 5.142
20 C -3.914 4.146 4.364
21 C -3.230 3.184 3.646
22 C -1.090 1.145 2.882
23 N -0.682 0.038 2.157
24 C -0.902 -1.065 3.010
25 C -0.699 -2.430 2.715
26 C -0.965 -3.439 3.777
27 C -1.548 -4.674 3.477
28 C -1.753 -5.644 4.437
29 C -1.488 -5.373 5.785
30 Cl -1.977 -6.444 7.008
31 C -0.828 -4.176 6.091
32 C -0.600 -3.224 5.098
33 C -0.008 -2.891 1.573
34 C 0.426 -4.265 1.357
35 C 1.143 -4.294 0.197
36 C 1.315 -2.942 -0.259
37 N 0.514 -2.121 0.542
38 C 1.928 -2.565 -1.490
39 C 1.958 -1.218 -1.948
40 C 2.503 -0.793 -3.230
41 C 2.222 0.547 -3.371
42 C 1.724 0.985 -2.063
43 N 1.440 -0.090 -1.242
44 C 2.765 -3.565 -2.196
45 C 3.614 -4.385 -1.423
46 C 4.554 -5.211 -1.991
47 C 4.583 -5.324 -3.401
48 Cl 5.747 -6.281 -4.180
49 C 3.793 -4.461 -4.179
50 C 2.786 -3.729 -3.604
51 C -1.524 -0.610 4.244
52 C -1.570 0.747 4.180
53 N 0.220 1.998 0.335
54 H 5.357 3.433 -4.182
55 H 4.222 2.006 -2.678
56 H 0.782 4.675 -2.728
57 H 2.181 6.317 -3.907
58 H 1.051 5.082 -0.782
59 H -0.966 5.070 0.958
60 H -0.375 4.948 3.040
61 H -1.797 6.808 3.895
62 H -4.875 3.938 4.815
63 H -3.590 2.163 3.596
64 H -1.816 -4.924 2.454
65 H -2.111 -6.620 4.159
66 H -0.567 -3.957 7.131
67 H -0.079 -2.270 5.331
68 H 0.318 -5.104 2.062
69 H 1.533 -5.181 -0.275
70 H 3.037 -1.477 -3.928
71 H 2.464 1.199 -4.223
72 H 3.542 -4.385 -0.314
73 H 5.253 -5.787 -1.370
74 H 3.912 -4.489 -5.275
75 H 2.121 -3.144 -4.278
76 H -1.954 -1.265 4.991
77 H -1.878 1.477 4.967
78 Br -4.480 4.435 -1.744
79 C -3.761 2.769 -1.171
80 C -3.922 2.309 0.204
81 C -3.247 1.194 0.599
82 N -2.364 0.538 -0.205
83 C -2.373 0.820 -1.553
84 C -3.044 1.987 -2.065
85 C -1.826 -0.233 -2.386
86 C -1.865 -0.272 -3.809
87 C -1.326 -1.380 -4.463
88 Br -1.206 -1.397 -6.330
89 C -0.949 -2.491 -3.700
90 C -1.010 -2.385 -2.312
91 N -1.226 -1.221 -1.682
92 H -4.566 2.859 0.902
93 H -3.396 0.776 1.588
94 H -2.967 2.203 -3.157
95 H -2.263 0.601 -4.378
96 H -0.489 -3.358 -4.154
97 H -0.796 -3.252 -1.678

Force components x, y, z for each atom (eV/Å):
-0.3 -0.5 1.1
0.1 0.2 0.1
0.2 -1.2 0.8
-0.6 0.1 0.2
0.2 -0.4 -0.1
0.1 0.9 -1.2
0.6 0.8 0.3
-0.6 0.4 -0.1
-0.3 -1.0 0.7
-0.2 0.5 -0.5
-0.2 -0.3 0.3
0.9 1.3 -0.5
-0.2 -1.1 -0.1
-0.4 -1.2 -0.7
0.9 0.6 -0.5
1.0 -0.7 0.5
-0.3 1.3 0.4
0.3 -0.4 -1.0
-0.4 0.4 0.5
-0.2 0.5 0.0
0.7 -0.2 0.4
0.2 0.6 -0.3
0.5 -1.0 0.0
-1.0 0.2 -0.3
0.9 0.4 0.0
-0.5 -0.2 -0.2
0.0 -0.3 -0.4
0.0 0.1 0.6
0.6 1.0 -0.9
0.1 -0.4 0.3
-0.5 0.1 0.3
0.9 0.6 0.5
0.6 -0.7 -0.3
0.1 0.2 0.3
0.1 0.3 0.4
-1.5 -0.1 -0.7
-0.1 1.6 -0.1
0.2 1.1 0.8
-0.2 -0.3 0.2
-0.4 0.1 0.1
0.6 -0.6 1.0
-0.3 0.3 -0.6
-0.2 -1.1 -0.6
-0.3 -0.8 -0.3
-0.2 0.5 0.8
0.1 -0.9 -1.1
0.2 1.7 0.9
0.3 -0.4 -0.1
0.0 -1.7 -0.8
-0.1 1.4 0.5
0.1 0.2 -1.0
-0.1 0.8 0.4
-0.1 -0.9 0.2
0.2 0.2 -0.3
-0.4 0.8 0.1
0.6 -0.2 -0.3
-0.2 -0.3 -0.5
-0.6 -1.0 0.5
0.3 -0.6 0.0
-0.9 0.0 -0.1
-0.3 -1.0 0.2
0.0 -0.1 0.0
-0.3 0.2 -0.1
-0.1 0.2 0.2
-0.4 -0.1 -0.1
0.0 -0.1 -0.4
-0.3 -1.0 0.1
-0.1 0.7 -0.7
0.1 0.1 0.1
-0.7 1.1 0.7
-0.2 -0.5 0.7
0.3 0.4 -1.0
-0.4 0.2 -0.4
-0.2 -0.1 0.7
0.4 -0.6 0.7
0.3 0.3 0.0
0.2 -1.0 -0.9
0.2 -0.9 0.4
0.0 -0.2 1.4
-0.5 1.3 -2.0
1.0 -0.5 -0.3
-0.2 0.3 -1.3
-1.7 2.2 1.4
0.8 -1.4 -0.2
1.5 -0.7 -2.0
-0.4 1.0 0.9
-0.2 -0.1 0.5
0.1 0.0 0.2
-0.1 0.6 0.2
0.9 -0.2 0.0
-0.8 0.0 -0.1
0.3 -0.3 -0.4
0.3 0.2 0.0
-0.2 0.0 1.2
0.3 -1.0 0.5
-0.5 -0.2 0.0
0.2 0.5 -0.3

## Properties
**Largest force on an atom**: 3.1 eV/Å
**Lowest unoccupied orbital energy (spin up / spin down)**: -7.19 / -7.18 eV
**HOMO energy (spin up / spin down)**: -12.04 / -12.04 eV
**Electronic energy**: -278703.2300 eV
**Charge**: +2
**Gap between HOMO and LUMO (spin up / spin down)**: 4.85 / 4.85 eV

Löwdin charges in e: 1.3174, 0.7425, -0.6681, -0.0678, -0.0306, -0.1996, -0.0282, -0.0796, -0.0492, -0.1852, 0.0402, 0.0022, -0.2028, -0.0410, -0.1794, -0.0494, -0.0844, -0.6780, 0.7597, -0.0710, -0.0511, -0.2277, 0.0320, -0.1754, -0.0236, -0.1943, -0.0501, -0.0749, -0.6774, 0.7534, -0.0667, -0.0431, -0.1847, 0.0306, -0.0047, -0.2184, 0.0234, -0.0577, -0.1739, 0.0331, 0.0263, -0.2149, 0.0134, -0.1669, -0.0406, -0.0663, -0.6682, 0.7516, -0.0947, -0.0565, 0.0189, 0.0095, 0.0326, 0.1136, 0.1357, 0.1167, 0.1184, 0.1310, 0.1240, 0.1389, 0.1337, 0.1168, 0.1097, 0.1216, 0.1127, 0.1205, 0.1339, 0.1306, 0.1224, 0.1220, 0.1363, 0.1301, 0.1258, 0.1236, 0.1148, 0.1227, 0.1454, 0.8314, -0.6104, -0.0387, -0.0960, 0.0273, -0.1886, -0.0242, -0.2049, -0.0138, -0.6655, 0.8698, -0.0531, -0.0671, 0.0267, 0.1250, 0.1290, 0.1289, 0.1287, 0.1184, 0.1355

---

2.
Formula: C54H37AgF6NO5S2
Source: OMol25
Level of theory: ωB97M-V/def2-TZVPD

Cartesian coordinates (Å):
1 Ag 2.292 0.042 0.332
2 C 3.590 2.774 7.605
3 C 3.010 1.923 6.509
4 C 3.630 1.847 5.268
5 C 3.121 1.032 4.265
6 C 1.972 0.302 4.512
7 C 1.338 0.354 5.745
8 C 1.858 1.169 6.733
9 S 1.360 -0.794 3.236
10 O 0.829 -1.987 3.943
11 C -0.067 0.254 2.806
12 C 0.255 1.623 2.627
13 C -0.713 2.569 2.588
14 C -2.018 2.208 3.011
15 C -2.955 3.199 3.384
16 C -4.101 2.870 4.052
17 C -4.331 1.526 4.397
18 C -3.478 0.544 3.970
19 C -2.334 0.842 3.189
20 C -1.387 -0.182 2.759
21 C -1.784 -1.549 2.355
22 C -3.149 -2.059 2.395
23 C -4.286 -1.254 2.132
24 C -5.553 -1.772 2.135
25 C -5.769 -3.133 2.417
26 C -4.689 -3.956 2.571
27 C -3.370 -3.454 2.487
28 C -2.274 -4.345 2.343
29 C -1.098 -3.851 1.879
30 C -0.890 -2.455 1.808
31 S 0.477 -2.028 0.668
32 O 1.354 -3.219 0.602
33 C -0.574 -2.097 -0.785
34 C -0.249 -3.024 -1.757
35 C -0.904 -2.977 -2.980
36 C -1.871 -2.013 -3.234
37 C -2.553 -1.945 -4.573
38 C -2.195 -1.105 -2.226
39 C -1.552 -1.136 -1.001
40 H 4.086 3.656 7.200
41 H 4.332 2.213 8.178
42 H 2.817 3.104 8.300
43 H 4.526 2.426 5.080
44 H 3.605 0.970 3.297
45 H 0.452 -0.247 5.911
46 H 1.366 1.226 7.698
47 H 1.290 1.890 2.461
48 H -0.483 3.597 2.346
49 H -2.713 4.234 3.175
50 H -4.798 3.639 4.360
51 H -5.182 1.261 5.012
52 H -3.662 -0.477 4.266
53 H -4.150 -0.215 1.877
54 H -6.390 -1.126 1.903
55 H -6.774 -3.532 2.451
56 H -4.821 -5.024 2.700
57 H -2.430 -5.409 2.469
58 H -0.274 -4.484 1.576
59 H 0.546 -3.731 -1.561
60 H -0.630 -3.678 -3.760
61 H -1.905 -2.323 -5.365
62 H -2.830 -0.919 -4.820
63 H -3.468 -2.543 -4.578
64 H -2.936 -0.337 -2.416
65 H -1.760 -0.389 -0.248
66 C -0.768 3.651 -5.726
67 C -0.865 2.157 -6.004
68 C -0.280 1.841 -7.373
69 C -0.361 0.354 -7.662
70 C 0.339 -0.412 -6.576
71 C 0.921 -1.636 -6.824
72 C 1.554 -2.325 -5.797
73 F 2.103 -3.529 -6.087
74 C 1.630 -1.826 -4.529
75 C 1.046 -0.585 -4.256
76 C 1.102 -0.093 -2.854
77 O 1.751 -0.736 -2.032
78 C 0.328 1.104 -2.614
79 C -0.218 1.746 -3.676
80 N -0.173 1.357 -4.974
81 C 0.405 0.127 -5.276
82 C -0.003 1.708 -1.243
83 O -0.581 2.802 -1.244
84 O 0.276 0.999 -0.233
85 H -1.143 4.193 -6.596
86 H 0.270 3.942 -5.559
87 H -1.354 3.968 -4.866
88 H -1.922 1.860 -6.007
89 H 0.762 2.176 -7.399
90 H -0.827 2.415 -8.122
91 H 0.080 0.114 -8.631
92 H -1.413 0.052 -7.711
93 H 0.890 -2.070 -7.815
94 H 2.119 -2.356 -3.723
95 H -0.757 2.654 -3.449
96 F 4.634 -1.304 2.267
97 C 5.171 -0.314 1.516
98 C 4.366 0.440 0.686
99 C 5.025 1.427 -0.020
100 F 4.342 2.231 -0.869
101 C 6.385 1.672 0.082
102 F 6.984 2.652 -0.618
103 C 7.145 0.890 0.933
104 F 8.464 1.109 1.054
105 C 6.536 -0.115 1.660
106 F 7.281 -0.868 2.488

Force components x, y, z for each atom (eV/Å):
0.2 0.5 -0.3
0.0 0.0 0.0
0.0 0.0 0.0
0.0 0.0 0.0
0.0 0.0 0.0
0.0 0.0 0.1
0.0 0.0 -0.1
0.0 0.0 0.0
0.0 -0.1 0.0
0.0 -0.1 0.1
-0.1 0.0 0.0
-0.1 0.0 0.0
0.0 0.0 0.0
0.0 0.0 0.0
0.0 0.0 0.0
0.0 0.0 0.0
0.0 0.0 0.0
0.0 0.1 0.1
0.0 0.0 0.0
0.1 0.2 0.0
0.0 -0.1 0.0
0.0 0.0 0.0
-0.1 0.0 -0.1
0.0 0.0 0.0
0.0 0.0 0.0
0.0 0.0 0.0
0.0 -0.1 0.0
0.0 0.1 0.0
0.0 0.0 0.0
0.0 -0.1 0.0
0.0 -0.2 0.2
0.0 -0.1 0.0
-0.1 0.1 0.0
0.0 0.0 0.0
-0.1 -0.1 0.1
-0.1 0.0 0.1
0.0 0.0 0.0
0.0 0.0 0.0
0.1 -0.1 0.0
0.0 0.0 0.0
0.0 0.0 0.0
0.0 0.0 0.0
0.0 0.0 0.0
0.0 0.0 0.0
0.0 0.0 0.0
0.0 0.0 0.0
0.0 0.0 0.0
0.0 0.0 0.0
0.0 0.0 0.0
0.0 0.0 0.0
0.0 0.0 0.0
0.0 0.1 0.1
0.0 -0.1 0.0
0.0 0.0 0.0
0.0 0.0 0.0
0.0 0.0 0.0
0.0 0.0 0.0
0.0 0.0 0.0
0.0 0.0 0.0
0.0 0.0 0.0
0.0 0.0 0.0
0.0 0.0 0.0
0.0 0.0 0.0
0.0 0.0 0.0
0.0 0.0 0.0
0.0 0.0 0.0
0.0 0.0 0.0
0.0 0.0 0.0
0.0 0.0 0.0
0.0 0.0 0.0
0.0 0.0 0.0
0.0 0.0 0.0
0.0 0.0 0.0
0.1 0.1 -0.1
0.1 0.0 -0.1
-0.1 -0.1 0.0
0.1 0.1 0.0
0.1 0.1 0.0
0.0 0.0 0.1
0.0 0.0 0.0
0.0 -0.1 0.0
0.1 0.0 0.0
0.0 0.0 0.0
0.1 0.1 0.1
0.0 0.0 0.0
0.0 0.0 0.0
0.0 0.0 0.0
0.0 0.0 0.0
0.0 0.0 0.0
0.0 0.0 0.0
0.0 0.0 0.0
0.0 0.0 0.0
0.0 0.0 0.0
0.0 0.0 0.0
0.0 0.0 0.0
0.0 0.0 0.0
0.0 0.1 -0.1
0.0 -0.1 0.0
0.1 -0.1 0.1
0.0 0.0 0.0
-0.1 0.0 0.0
0.0 0.0 0.0
0.0 0.0 0.0
0.0 0.0 0.0
-0.1 0.0 0.0
0.0 0.0 0.0

## Properties
**Largest force on an atom**: 0.6 eV/Å
**Lowest unoccupied orbital energy**: 1.62 eV
**HOMO energy**: -5.33 eV
**Electronic energy**: -110301.4413 eV
**Charge**: -1
**Energy relative to the best compared isomer or geometry (same formula, charge and spin)**: 1.8235 eV
**Gap between HOMO and LUMO**: 6.95 eV

Here are the Löwdin charges for atoms 1 to 99, given in e: 0.7348, -0.0579, -0.2751, -0.0287, -0.0656, -0.3713, -0.0493, -0.0371, 0.9374, -0.4628, -0.2967, -0.0908, -0.0006, -0.1517, -0.0375, -0.0937, -0.0827, -0.0610, -0.0982, -0.0662, -0.0854, -0.0944, -0.0569, -0.0786, -0.0939, -0.0461, -0.1614, -0.0129, -0.0501, -0.2847, 0.9233, -0.4777, -0.3437, -0.0580, -0.0469, -0.2733, -0.0457, -0.0259, -0.0570, 0.0748, 0.0818, 0.0726, 0.1151, 0.0878, 0.1182, 0.1098, 0.1066, 0.1238, 0.1103, 0.0953, 0.1001, 0.1165, 0.1153, 0.1015, 0.0955, 0.1070, 0.1121, 0.1139, 0.1141, 0.1152, 0.0698, 0.0701, 0.0798, 0.1193, 0.1148, -0.0458, -0.3153, -0.1543, -0.1346, -0.1534, 0.0343, -0.2647, 0.0475, 0.0564, -0.0432, -0.3058, -0.0124, -0.0245, 0.0134, 0.0237, -0.0862, -0.6261, -0.0109, -0.1273, 0.0807, 0.0991, 0.0767, 0.1517, 0.1342, 0.1177, 0.1170, 0.1234, 0.1259, 0.1377, 0.1209, 0.0404, -0.2893, -0.0855, -0.2728